CH7N2O | wB97M-V/def2-TZVPD

Summary:
- Energy relative to the best compared isomer or geometry (same formula, charge and spin): 91.7 kJ/mol
- Total charge: -2
- Expectation value of S²: 0.75
- Maximum force: 1.32 eV/Å
- HOMO level (spin up / spin down): 4.9 / 0.2 eV
- Spin multiplicity: 2

Last column: natural (NBO) charge in e.
Positions of all 11 atoms, in Å:
O  -2.315  -0.535  0.098  -1.33
H  -2.839  -0.753  0.871  0.39
N  0.854  1.388  -0.473  -0.92
C  1.316  0.007  -0.277  -0.76
N  0.412  -0.824  0.498  -0.96
H  0.300  1.603  0.356  0.34
H  0.140  1.387  -1.207  0.33
H  2.277  -0.006  0.265  0.05
H  1.549  -0.474  -1.227  0.13
H  -0.624  -0.746  0.246  0.43
H  0.588  -0.760  1.487  0.31